Model w:
Entry from OMol25: a cluster of 2 separate species, C5H5F in total (ωB97M-V/def2-TZVPD).

Cartesian coordinates (Å):
F  -0.45  -0.80  1.63
C  -1.94  -0.26  -0.04
C  -0.52  -0.23  0.38
C  1.87  0.44  0.10
C  3.06  0.30  0.11
C  0.54  0.30  -0.21
H  -2.46  0.63  -0.32
H  0.29  1.06  -1.71
H  4.17  0.30  0.21
H  -2.02  -1.02  -0.86
H  -2.53  -0.72  0.72

Results
* highest occupied orbital energy: -9.090 eV
* molecular weight: 84.1 g/mol
* lowest unoccupied orbital energy: 0.0 eV
* Kohn-Sham gap: 9.138 eV
* spin multiplicity: 1

---

Model x:
Entry from OMol25: the molecule C5H5F (ωB97M-V/def2-TZVPD).

Cartesian coordinates (Å):
F  1.92  -0.07  -0.25
C  -1.31  0.72  -0.16
C  -0.06  1.18  0.06
C  0.69  0.00  0.26
C  -1.41  -0.66  -0.07
C  -0.26  -1.17  0.02
H  -2.10  1.59  -0.05
H  -2.38  -1.31  -0.06
H  0.20  -2.18  0.13
H  0.80  -0.09  1.43
H  0.24  2.21  0.17

Results
* SMILES string: FC1C=CC=C1
* highest occupied orbital energy: -9.019 eV
* molecular weight: 84.1 g/mol
* lowest unoccupied orbital energy: 0.7 eV
* Kohn-Sham gap: 9.733 eV
* spin multiplicity: 1

---

Model y:
Entry from OMol25: the molecule C5H5F (ωB97M-V/def2-TZVPD).

Cartesian coordinates (Å):
F  -1.16  -0.38  1.59
C  0.39  -0.77  -2.82
C  -0.11  0.26  1.05
C  0.52  1.03  1.96
C  0.33  -0.17  -1.45
C  0.16  0.23  -0.31
H  1.27  1.60  1.59
H  0.31  0.18  -3.51
H  -0.63  -1.34  -3.04
H  0.46  0.92  3.08
H  1.33  -1.40  -3.05

Results
* SMILES string: C=C(F)C#CC
* highest occupied orbital energy: -8.845 eV
* molecular weight: 84.1 g/mol
* lowest unoccupied orbital energy: 0.8 eV
* Kohn-Sham gap: 9.691 eV
* spin multiplicity: 1

---

Going by the computed energies, the most stable comes first: model x, model y, model w.

---

Model w:
Entry from OMol25: the ion C5H10NO2 with charge -1 (ωB97M-V/def2-TZVPD).

Cartesian coordinates (Å):
O  2.58  1.40  1.72
O  -0.34  -2.75  -2.10
N  0.66  1.31  0.36
C  -1.66  0.34  -0.09
C  1.36  1.03  1.83
C  -0.16  0.44  -0.47
C  0.45  -1.05  -0.57
C  -0.56  -1.91  -1.25
H  -2.04  1.34  0.33
H  -1.80  -0.51  0.46
H  1.40  1.78  -0.15
H  -0.10  0.94  -1.63
H  0.67  1.60  2.47
H  -2.33  0.25  -0.94
H  -1.56  -1.75  -0.99
H  1.32  -1.00  -1.27
H  1.33  -0.11  1.91
H  0.75  -1.35  0.37

Results
* SMILES string: C[C@H](CC=O)NC[O-]
* highest occupied orbital energy: -2.818 eV
* molecular weight: 116.1 g/mol
* net charge: -1
* lowest unoccupied orbital energy: 3.6 eV
* Kohn-Sham gap: 6.383 eV
* spin multiplicity: 1

---

Model x:
Entry from OMol25: the ion C5H10NO2 with charge -1 (ωB97M-V/def2-TZVPD).

Cartesian coordinates (Å):
O  -3.19  0.25  -1.47
O  3.65  1.05  0.22
N  1.46  0.64  -0.28
C  -2.29  -0.34  -0.70
C  -0.91  0.42  -0.75
C  0.29  -0.22  -0.08
C  0.04  -0.44  1.42
C  2.72  0.29  0.03
H  -2.53  -0.48  0.38
H  2.89  -0.80  0.06
H  -2.02  -1.39  -1.04
H  -0.72  0.54  -1.83
H  0.47  -1.19  -0.54
H  0.88  -0.92  1.92
H  1.28  1.63  -0.41
H  -0.06  0.54  1.89
H  -1.09  1.42  -0.35
H  -0.87  -1.01  1.53

Results
* SMILES string: C[C@@H](CC[O-])NC=O
* highest occupied orbital energy: -2.588 eV
* molecular weight: 116.1 g/mol
* net charge: -1
* lowest unoccupied orbital energy: 3.6 eV
* Kohn-Sham gap: 6.144 eV
* spin multiplicity: 1

---

Going by the computed energies, the most stable comes first: model x, model w.

---

Model w:
Entry from OMol25: a cluster of 2 separate species, C5H11O2 in total (ωB97M-V/def2-TZVPD).

Cartesian coordinates (Å):
O  1.83  0.86  -0.53
O  1.96  2.81  0.65
C  0.56  -2.86  -0.07
C  -0.02  2.31  -0.72
C  -1.06  1.88  0.23
C  1.50  1.96  -0.09
C  -0.70  -2.25  0.50
H  -1.05  0.80  0.36
H  -0.50  -1.93  1.52
H  1.38  -2.14  -0.08
H  0.12  3.34  -1.05
H  0.04  1.74  -1.65
H  -0.93  -1.34  -0.08
H  -0.78  2.34  1.18
H  0.92  -3.72  0.49
H  -1.61  -2.83  0.39
H  -2.10  2.16  0.06
H  0.44  -3.13  -1.13

Results
* highest occupied orbital energy (alpha / beta): -10.617 / -10.463 eV
* ⟨S²⟩: 0.756
* molecular weight: 103.1 g/mol
* lowest unoccupied orbital energy (alpha / beta): 0.8 / -3.1 eV
* Kohn-Sham gap (alpha / beta): 11.461 / 7.372 eV
* spin multiplicity: 2

---

Model x:
Entry from OMol25: a cluster of 2 separate species, C5H11O2 in total (ωB97M-V/def2-TZVPD).

Cartesian coordinates (Å):
O  3.07  -0.76  1.32
O  1.47  0.85  1.30
C  -1.97  0.98  -0.66
C  1.93  -0.28  1.21
C  1.23  -1.69  -0.94
C  0.99  -1.35  0.47
C  -1.55  2.01  0.41
H  0.28  -1.98  -1.52
H  1.76  -2.64  -1.03
H  -1.11  0.30  -0.61
H  0.01  -0.84  0.46
H  -2.02  1.42  -1.67
H  -1.51  3.07  0.01
H  -2.06  2.06  1.32
H  0.93  -2.27  1.10
H  -0.46  1.84  0.75
H  1.82  -1.09  -1.48
H  -2.84  0.38  -0.44

Results
* highest occupied orbital energy (alpha / beta): -10.664 / -10.448 eV
* ⟨S²⟩: 0.756
* molecular weight: 103.1 g/mol
* lowest unoccupied orbital energy (alpha / beta): 0.8 / -3.3 eV
* Kohn-Sham gap (alpha / beta): 11.491 / 7.116 eV
* spin multiplicity: 2

---

Model y:
Entry from OMol25: a cluster of 2 separate species, C5H11O2 in total (ωB97M-V/def2-TZVPD).

Cartesian coordinates (Å):
O  -1.39  2.11  2.73
O  0.23  2.97  1.36
C  -0.13  -1.00  -2.72
C  0.41  0.62  1.73
C  -0.73  -0.41  1.73
C  0.84  -0.68  -1.66
C  -0.33  2.10  2.04
H  0.25  0.14  -1.08
H  1.83  -0.28  -2.17
H  -1.13  -0.62  -2.50
H  1.20  -1.42  -0.93
H  0.81  0.58  0.76
H  0.31  -0.56  -3.62
H  -1.16  -0.43  0.68
H  -0.40  -1.53  1.85
H  -1.53  -0.16  2.27
H  1.10  0.68  2.52
H  -0.20  -2.11  -3.00

Results
* highest occupied orbital energy (alpha / beta): -10.610 / -10.430 eV
* ⟨S²⟩: 0.757
* molecular weight: 103.1 g/mol
* lowest unoccupied orbital energy (alpha / beta): 0.8 / -3.2 eV
* Kohn-Sham gap (alpha / beta): 11.398 / 7.191 eV
* spin multiplicity: 2

---

Going by the computed energies, the most stable comes first: model w, model x, model y.

---

Model w:
Entry from OMol25: a cluster of 2 separate species, C3H4FN in total (ωB97M-V/def2-TZVPD).

Cartesian coordinates (Å):
F  -0.51  -1.21  -1.73
N  -0.17  0.88  0.90
C  -1.12  0.87  1.60
C  0.05  -1.83  -0.75
C  0.57  1.11  -0.13
H  1.10  1.99  -0.28
H  0.69  -2.50  -1.36
H  0.80  0.19  -0.78
H  -1.41  0.50  2.54

Results
* highest occupied orbital energy: -7.497 eV
* molecular weight: 73.1 g/mol
* lowest unoccupied orbital energy: -0.4 eV
* Kohn-Sham gap: 7.117 eV
* spin multiplicity: 1

---

Model x:
Entry from OMol25: the molecule C3H4FN (ωB97M-V/def2-TZVPD).

Cartesian coordinates (Å):
F  3.39  -0.21  0.21
N  -0.17  0.33  -0.23
C  -1.32  0.19  0.37
C  0.99  -0.24  -0.20
C  2.28  0.56  0.14
H  2.17  1.58  0.51
H  1.22  -1.28  -0.42
H  -1.71  -0.64  1.04
H  -2.25  0.74  -0.04

Results
* SMILES string: C=N/C=C/F
* highest occupied orbital energy (alpha / beta): -7.866 / -7.864 eV
* molecular weight: 73.1 g/mol
* lowest unoccupied orbital energy (alpha / beta): 0.1 / 0.1 eV
* Kohn-Sham gap (alpha / beta): 7.929 / 7.926 eV
* spin multiplicity: 1

---

Model y:
Entry from OMol25: the molecule C3H4FN (ωB97M-V/def2-TZVPD).

Cartesian coordinates (Å):
F  2.07  -0.27  0.27
N  -1.16  0.66  0.38
C  -0.07  1.19  -0.04
C  0.79  -0.08  -0.21
C  -0.79  -0.70  0.40
H  -1.17  -1.33  -0.37
H  0.20  2.15  -0.29
H  -0.81  -1.40  1.19
H  0.94  -0.23  -1.34

Results
* SMILES string: F[C@@H]1C=NC1
* highest occupied orbital energy: -9.869 eV
* molecular weight: 73.1 g/mol
* lowest unoccupied orbital energy: 0.9 eV
* Kohn-Sham gap: 10.769 eV
* spin multiplicity: 1

---

Going by the computed energies, the most stable comes first: model y, model x, model w.